# 1
Below is a structure of composition C23H21I2N6O10Ru, with properties calculated with ωB97M-V/def2-TZVPD.

Electronic energy (a.u.): -2659.40920
Net charge: +2
⟨S²⟩: 8.760
HOMO (alpha / beta) (eV): -14.59 / -14.63
Multiplicity: 6
Max |F| (Eh/bohr): 0.003
HOMO-LUMO gap (alpha / beta) (eV): 7.7 / 6.2
LUMO level (alpha / beta) (eV): -6.938 / -8.467

```
63
Properties=species:S:1:pos:R:3:forces:R:3:mulliken_charge:R:1
Ru 0.832457 0.609810 0.135064 -0.13 0.02 0.02 0.766
I 3.894217 1.795484 -0.236260 0.02 0.00 -0.02 0.199
C 3.550422 2.353526 1.778132 0.01 -0.03 0.00 -0.834
I 1.522264 2.887231 2.122138 0.01 -0.02 0.00 0.209
H 4.168514 3.213323 2.005241 0.00 0.00 0.00 0.514
H 3.781337 1.499676 2.402779 0.01 0.00 0.00 0.360
O -7.170749 1.270097 1.273789 0.01 0.02 0.03 -0.446
C -6.012284 1.932249 1.404720 -0.07 0.04 -0.03 0.604
O -5.951524 2.962078 2.007055 0.02 -0.03 0.00 -0.503
C -4.783366 1.333426 0.766320 0.06 0.02 0.01 0.700
C -3.724539 2.207355 0.526416 -0.04 -0.03 0.01 -0.886
C -2.540411 1.738040 -0.003653 0.02 -0.02 -0.01 -0.095
C -2.411895 0.384596 -0.299278 -0.02 -0.01 -0.02 0.037
C -3.449333 -0.501220 -0.045378 0.03 0.01 -0.01 -0.580
C -4.638390 -0.017950 0.483278 0.00 -0.04 -0.01 -1.029
N -1.160824 -0.079351 -0.805137 0.03 0.00 0.00 0.757
C -1.099144 -0.933150 -1.746823 0.05 -0.02 -0.01 -0.473
C 0.207056 -1.460952 -2.170537 -0.06 0.03 0.01 0.252
C 0.321675 -2.459513 -3.117353 0.01 0.02 0.03 -0.939
C 1.588041 -2.966812 -3.398799 0.00 -0.01 -0.01 -0.491
C 2.680239 -2.463535 -2.717983 0.01 -0.01 0.00 -0.796
C 2.484336 -1.450530 -1.785698 -0.04 -0.03 -0.02 -0.459
N 1.277023 -0.951585 -1.530683 0.06 0.01 -0.03 0.935
H -7.111847 0.535991 0.652426 0.01 -0.02 -0.02 0.307
H -3.855544 3.250453 0.780280 0.01 0.00 0.00 0.500
H -1.715833 2.411146 -0.202576 0.00 0.01 0.01 0.209
H -3.321515 -1.562624 -0.217976 -0.01 0.00 0.00 0.589
H -5.426529 -0.726311 0.707414 -0.01 0.01 0.01 0.318
H -1.998719 -1.298829 -2.240178 0.00 0.00 0.00 0.611
H -0.559695 -2.847016 -3.610551 0.00 0.00 0.00 0.544
H 1.709831 -3.756734 -4.127548 0.00 0.00 0.00 0.467
H 3.676339 -2.848067 -2.886165 0.00 0.00 0.01 0.509
H 3.308486 -1.046447 -1.209687 0.01 -0.01 -0.02 0.270
O 1.840943 -5.920351 4.459046 -0.01 0.07 0.04 -0.585
N 1.037717 -5.019651 4.533790 -0.09 -0.11 -0.09 1.035
O 0.045703 -4.987097 5.225579 0.08 0.03 0.00 -0.583
C 1.278769 -3.847428 3.665396 0.03 0.08 0.01 -0.668
C 0.395680 -2.797426 3.705617 0.05 -0.05 -0.01 -0.505
C 0.614713 -1.716503 2.859187 0.02 -0.02 0.01 -0.382
C 1.739917 -1.626044 2.010722 -0.05 -0.02 -0.02 0.804
O 2.005616 -0.606484 1.242402 0.10 0.04 0.00 -0.065
C 2.594485 -2.746084 2.029069 -0.03 -0.04 0.04 0.089
C 2.373433 -3.851897 2.813068 -0.02 0.01 0.01 -0.527
N 3.742700 -2.768318 1.111147 0.04 0.00 0.04 1.004
O 3.904994 -3.789666 0.478445 -0.01 0.07 -0.03 -0.541
O 4.432892 -1.772350 1.045677 -0.04 -0.01 -0.02 -0.529
N -0.377814 -0.663127 2.892302 0.00 0.05 0.01 0.813
O -0.472358 0.133323 1.921974 -0.05 -0.03 0.00 -0.482
O -1.121054 -0.581472 3.820535 0.01 -0.01 0.00 -0.504
H -0.459099 -2.830007 4.366572 -0.01 0.01 0.01 0.665
H 3.033922 -4.707786 2.767580 0.00 -0.01 0.02 0.645
C 0.731549 4.048162 -4.310150 0.07 -0.02 -0.04 -0.874
N 0.462467 3.746512 -2.905411 0.00 0.03 0.06 0.147
C -0.092737 4.834166 -2.099707 -0.02 0.00 0.02 -0.846
C 0.753313 2.586591 -2.384310 0.04 0.04 -0.04 0.160
O 0.558245 2.301993 -1.170864 -0.05 -0.04 0.01 -0.642
H -0.205600 4.227020 -4.834490 0.00 0.00 0.01 0.353
H 1.259649 3.219159 -4.775437 -0.03 -0.01 0.00 0.287
H 1.352406 4.940562 -4.370755 0.00 0.00 -0.01 0.351
H -0.801836 5.388618 -2.709655 -0.01 0.00 0.01 0.360
H 0.707016 5.503843 -1.783197 0.00 0.00 -0.01 0.316
H -0.594201 4.431897 -1.225641 0.01 0.00 0.00 0.243
H 1.188472 1.855987 -3.071277 0.00 -0.01 0.01 0.334
```
Forces are in eV/Å.

=====

# 2
Below is a structure of composition C23H21IN5O2PrSSbSe4, with properties calculated with ωB97M-V/def2-TZVPD.

Electronic energy (a.u.): -12372.05931
Net charge: +1
⟨S²⟩: 2.003
HOMO (alpha / beta) (eV): -10.50 / -10.51
Multiplicity: 3
Max |F| (Eh/bohr): 0.087
HOMO-LUMO gap (alpha / beta) (eV): 6.7 / 6.7
LUMO level (alpha / beta) (eV): -3.812 / -3.811

```
59
Properties=species:S:1:pos:R:3:forces:R:3:mulliken_charge:R:1
Pr -0.484957 0.907643 0.620973 0.52 0.02 -0.59 1.000
C 0.941447 -2.816990 2.991381 -1.73 -1.04 1.94 -1.072
C 2.043771 -2.383486 2.122084 0.32 0.93 0.29 1.059
N 3.219585 -2.924314 2.313203 0.93 0.51 -0.66 -0.677
C 4.276070 -2.409249 1.629165 0.55 -0.72 0.86 -0.884
C 4.178552 -1.438119 0.652037 0.72 -0.44 -0.06 0.193
C 5.471242 -0.786862 0.085457 -2.25 -0.21 0.43 -0.906
O 5.204714 0.642667 0.197821 1.01 -0.93 0.02 -0.516
C 2.894851 -0.945890 0.315460 -0.55 -1.32 2.98 0.500
C 2.816767 0.031759 -0.676849 0.56 1.72 -2.12 -0.499
N 1.878107 0.904959 -0.770038 -1.02 -0.11 1.31 0.198
C 1.730719 1.811091 -1.806989 1.11 -2.04 -3.46 0.337
C 1.811344 1.305352 -3.184985 -0.14 0.49 2.37 -0.151
C 1.519148 2.174517 -4.214478 0.32 -1.22 -2.43 -0.660
C 1.179373 3.495502 -4.057516 0.76 0.35 2.70 -0.711
C 1.254456 3.968879 -2.745092 -1.63 1.35 -1.46 -0.286
C 1.476513 3.141248 -1.686327 -0.02 0.58 1.59 -0.200
I 1.415737 4.032364 0.223154 -0.21 -0.44 0.21 0.144
C 1.814803 -1.312483 1.214836 2.15 -0.82 -1.19 0.343
O 0.624740 -0.817267 1.179169 -0.61 0.77 -0.44 -0.208
H 0.563720 -3.792200 2.601207 -0.17 0.70 0.23 0.219
H 0.097436 -2.086254 3.139476 0.85 -0.79 -0.69 0.118
H 1.242022 -3.061772 4.054384 0.24 0.28 -1.30 0.387
H 5.251403 -2.818244 2.011358 -0.88 0.60 -0.80 0.306
H 5.606773 -1.070394 -0.982241 0.38 0.14 0.72 0.283
H 6.245948 -1.143014 0.777816 0.23 0.35 -0.68 0.415
H 6.060984 1.050869 0.342392 0.08 0.37 -0.02 0.330
H 3.693252 0.065701 -1.386994 -1.13 0.06 0.48 0.563
H 2.080233 0.231314 -3.263166 -0.34 0.95 -0.43 0.444
H 1.571546 1.854736 -5.271189 -0.02 -0.34 0.75 0.327
H 0.949935 4.208389 -4.810591 -0.15 0.01 -0.82 0.496
H 0.900506 4.991762 -2.574551 0.56 -0.28 0.12 0.348
C -4.170501 3.014469 0.083740 -2.02 -0.06 -2.87 -0.990
N -4.280887 1.570321 -0.134389 1.18 1.35 -0.88 0.356
C -5.190664 0.713126 0.459671 0.94 1.75 -0.75 -0.786
C -4.795783 -0.476055 0.097225 -1.23 -4.23 0.88 -0.125
N -3.687929 -0.397653 -0.672271 1.48 -0.95 -0.18 0.688
C -3.323522 0.893741 -0.840452 -0.80 -0.02 0.55 -0.483
S -1.988141 1.459959 -1.786943 -0.41 0.01 0.56 -0.256
C -2.878543 -1.593361 -0.878073 -2.11 0.77 -1.13 0.116
C -3.510895 -2.601754 -1.607082 1.82 -1.22 0.17 -0.803
C -2.693002 -3.724863 -1.853534 0.44 -0.70 -0.15 -0.409
C -1.329961 -3.746385 -1.428279 -1.06 1.64 0.57 -1.029
C -0.929576 -2.685447 -0.572276 0.45 -0.76 -0.16 -0.212
N -1.699284 -1.610126 -0.322497 0.71 -0.19 -0.15 0.501
H -5.196140 3.423787 0.030478 0.49 -0.10 0.65 0.351
H -3.686932 3.487841 -0.793810 0.15 -0.50 0.66 0.348
H -3.665806 3.169736 0.974914 0.84 0.64 1.75 0.375
H -6.006382 1.007631 1.038594 -0.91 0.61 0.73 0.510
H -5.211090 -1.466704 0.407169 0.51 1.17 -0.46 0.379
H -4.521675 -2.563779 -2.003425 0.21 0.26 0.27 0.512
H -3.116690 -4.632913 -2.357619 0.51 1.15 0.26 0.364
H -0.586807 -4.465336 -1.773249 -0.52 -0.14 0.42 0.444
H 0.028938 -2.703999 -0.003813 -0.77 0.00 -0.87 0.382
Se -3.086270 1.362701 6.775762 0.13 0.27 -0.06 -0.357
Sb -1.226479 2.292138 5.722733 -0.20 0.07 0.19 0.659
Se 0.373996 3.953486 6.069288 -0.18 -0.15 -0.03 -0.368
Se -2.550460 0.564709 2.503904 -0.37 0.01 0.70 -0.282
Se -0.600264 0.742512 3.823885 0.25 -0.16 -0.54 -0.127
```
Forces are in eV/Å.

=====

# 3
Below is the molecule C23H21N3O3S, with properties calculated with ωB97M-V/def2-TZVPD.

Electronic energy (a.u.): -1677.21830
Net charge: 0
Structure (SMILES): CCCc1ccc(OCc2nc(-c3ccc(NC(=O)c4cccs4)cc3)no2)cc1
HOMO (eV): -8.35
Max |F| (Eh/bohr): 0.024
HOMO-LUMO gap (eV): 8.4
LUMO level (eV): 0.030

```
51
Properties=species:S:1:pos:R:3:forces:R:3:mulliken_charge:R:1
C 3.435928 -1.168723 1.647716 0.15 -0.20 0.00 -1.139
C 3.984273 -2.316801 2.484770 -0.07 0.19 0.12 -0.318
C 3.081800 -2.640636 3.683389 0.17 -0.11 -0.22 -1.267
C 1.734687 -3.131288 3.236909 -0.01 0.12 0.17 0.358
C 0.628115 -2.296930 3.231922 0.11 -0.17 0.05 -0.794
C -0.607601 -2.730483 2.778917 -0.33 -0.11 -0.02 0.032
C -0.748642 -4.029086 2.314347 0.26 -0.03 0.13 0.706
O -1.915485 -4.589758 1.850358 0.18 -0.14 -0.09 -0.476
C -3.095298 -3.828748 1.835993 -0.24 -0.01 0.09 -0.831
C -3.125816 -2.840131 0.715897 0.19 0.48 -0.25 0.822
N -2.422609 -1.762983 0.575682 -0.03 -0.18 0.33 -0.200
C -2.842368 -1.263834 -0.629890 -0.57 -1.03 0.27 0.311
C -2.317136 -0.044486 -1.199807 0.20 0.52 -0.29 -0.045
C -1.285898 0.637104 -0.556320 -0.34 -0.23 -0.22 -0.868
C -0.778084 1.805495 -1.085103 0.16 0.21 0.00 -0.432
C -1.300256 2.312898 -2.274020 -0.10 -0.41 0.29 1.095
N -0.842784 3.487948 -2.863532 -0.14 0.16 -0.35 0.003
C 0.138094 4.341005 -2.435125 0.02 -0.10 0.12 0.677
O 0.795085 4.192643 -1.424930 -0.02 -0.05 0.02 -0.666
C 0.352976 5.499303 -3.316635 0.06 0.58 -0.51 0.087
C 1.282408 6.481850 -3.103406 -0.28 -0.47 0.11 -0.463
C 1.276897 7.475282 -4.099749 -0.08 0.10 -0.20 -0.525
C 0.345672 7.243418 -5.062712 -0.21 -0.25 -0.02 -0.348
S -0.544070 5.807784 -4.774066 0.45 0.24 0.35 -0.230
C -2.331997 1.626410 -2.921098 0.09 0.08 0.03 -0.548
C -2.836185 0.460024 -2.392428 0.14 -0.03 0.22 -1.155
N -3.764835 -2.013228 -1.181089 0.13 0.85 -0.80 -0.468
O -3.955121 -3.043360 -0.316056 0.09 -0.52 0.70 -0.160
C 0.355010 -4.880235 2.316509 -0.24 0.03 -0.09 -0.723
C 1.576750 -4.432769 2.771558 -0.10 0.08 -0.01 -0.300
H 4.096997 -0.958921 0.810002 0.01 0.08 -0.10 0.373
H 3.347865 -0.265956 2.248341 -0.04 0.15 0.04 0.289
H 2.452647 -1.419069 1.256167 -0.09 0.05 -0.08 0.271
H 4.080020 -3.207035 1.859616 0.08 -0.05 0.02 0.327
H 4.979597 -2.056328 2.852265 0.04 -0.07 -0.03 0.366
H 2.965732 -1.743912 4.295125 0.02 -0.01 0.08 0.381
H 3.566418 -3.408176 4.291679 -0.02 0.06 0.08 0.368
H 0.725152 -1.280850 3.586386 0.02 0.11 0.05 0.310
H -1.434348 -2.039726 2.767487 -0.02 0.03 0.00 0.264
H -3.905026 -4.546660 1.678416 0.09 0.16 0.11 0.316
H -3.245635 -3.306187 2.790280 -0.02 -0.09 -0.15 0.356
H -0.887893 0.234692 0.361989 0.06 -0.01 0.09 0.612
H 0.019150 2.331316 -0.587560 0.00 0.00 0.00 0.570
H -1.312618 3.732731 -3.725726 0.11 -0.07 0.21 0.079
H 1.938163 6.471336 -2.252101 0.09 -0.06 0.17 0.464
H 1.934876 8.325348 -4.102909 0.09 0.15 -0.03 0.394
H 0.122129 7.829309 -5.932395 -0.01 0.15 -0.16 0.449
H -2.734838 2.019440 -3.844355 -0.05 0.03 -0.10 0.359
H -3.632248 -0.075345 -2.884930 -0.09 -0.01 -0.10 0.477
H 0.227425 -5.888943 1.956249 -0.02 -0.13 -0.04 0.429
H 2.422927 -5.104748 2.767980 0.10 -0.09 0.00 0.408
```
Forces are in eV/Å.

=====

# 4
Below is the molecule C23H21N5O2S, with properties calculated with ωB97M-V/def2-TZVPD.

Electronic energy (a.u.): -1711.50455
Net charge: 0
Structure (SMILES): Cc1ccc(OCc2nnc(SCc3nc4ccccc4[nH]3)n2Cc2ccco2)cc1
HOMO (eV): -8.31
Max |F| (Eh/bohr): 0.024
HOMO-LUMO gap (eV): 8.9
LUMO level (eV): 0.605

```
52
Properties=species:S:1:pos:R:3:forces:R:3:mulliken_charge:R:1
C 8.534281 1.355257 0.994158 -0.02 0.05 0.00 -1.392
C 7.066290 1.299709 0.698228 0.03 -0.14 -0.04 0.720
C 6.248801 2.388421 0.989764 -0.10 -0.11 -0.06 -0.559
C 4.899403 2.357385 0.714426 -0.16 -0.07 -0.06 -0.486
C 4.326892 1.226181 0.134513 0.16 0.03 0.10 0.579
O 2.977117 1.298523 -0.095854 0.09 0.21 0.01 -0.329
C 2.355234 0.234518 -0.782337 0.05 -0.37 -0.04 -0.818
C 0.966693 0.642467 -1.122805 0.08 0.10 0.09 0.522
N 0.409129 0.491520 -2.289903 1.14 -0.45 -0.18 -0.803
N -0.848807 0.957785 -2.222438 -0.80 0.54 0.12 -0.535
C -1.040206 1.395770 -1.004262 0.09 0.05 -0.02 0.627
S -2.490417 2.095171 -0.355038 -0.33 0.20 0.03 -0.200
C -3.706036 1.261402 -1.455568 0.49 0.24 0.14 -0.833
C -3.683206 -0.189715 -1.184095 -0.07 -0.36 -0.02 0.269
N -4.409703 -0.795002 -0.288110 -0.39 0.51 0.11 -0.741
C -4.011524 -2.106158 -0.313149 0.55 -0.17 -0.49 0.749
C -4.442011 -3.194488 0.437876 0.04 0.05 -0.08 -0.777
C -3.833279 -4.409918 0.207996 -0.12 -0.11 0.17 -0.425
C -2.820983 -4.558057 -0.743765 0.14 -0.06 -0.09 -0.484
C -2.381993 -3.494054 -1.505305 0.13 -0.03 -0.09 -0.962
C -2.988271 -2.268972 -1.279806 -0.43 -0.18 0.44 0.446
N -2.811685 -1.026354 -1.826737 -0.13 -0.02 -0.10 0.069
N 0.085698 1.219481 -0.252327 -0.17 0.02 -0.81 0.139
C 0.169766 1.368769 1.178287 -0.16 -0.05 0.68 -0.696
C -0.729155 0.353623 1.818040 0.18 -0.70 -0.44 0.104
C -0.979539 -0.948153 1.491429 0.29 0.66 0.07 0.152
C -1.980299 -1.392824 2.388846 -0.17 0.38 0.43 -0.712
C -2.260339 -0.329201 3.187082 -0.29 -0.92 -0.07 -0.646
O -1.510483 0.732290 2.847400 0.27 0.61 0.04 -0.398
C 5.127184 0.131037 -0.153191 -0.40 -0.02 -0.10 -0.191
C 6.483986 0.179684 0.128620 0.12 0.18 0.09 -0.874
H 8.702695 1.572765 2.047942 0.09 -0.01 0.06 0.334
H 9.007355 2.145679 0.412400 0.11 0.02 -0.01 0.318
H 9.016488 0.411871 0.751887 0.08 -0.04 0.01 0.340
H 6.680055 3.272594 1.436073 0.04 0.11 0.05 0.365
H 4.264210 3.200911 0.935024 -0.08 0.11 0.02 0.394
H 2.870771 0.002106 -1.721649 -0.10 -0.01 0.12 0.612
H 2.334316 -0.669955 -0.151734 0.12 0.12 -0.09 0.396
H -4.668351 1.691884 -1.189347 0.03 -0.03 -0.05 0.468
H -3.425835 1.497409 -2.480153 -0.16 0.02 0.01 0.364
H -5.221749 -3.076583 1.173036 -0.10 0.01 0.10 0.438
H -4.141730 -5.275029 0.776727 -0.03 -0.06 0.04 0.397
H -2.372925 -5.530551 -0.885167 0.04 -0.07 -0.02 0.401
H -1.600157 -3.606402 -2.241626 0.07 -0.06 -0.07 0.455
H -2.123020 -0.732985 -2.506113 -0.05 0.05 0.12 0.307
H -0.161687 2.370694 1.466450 0.15 -0.07 0.00 0.265
H 1.215573 1.243097 1.471265 -0.18 0.13 -0.04 0.331
H -0.521027 -1.520142 0.709262 0.11 -0.07 -0.22 0.607
H -2.427155 -2.364484 2.415747 -0.16 -0.19 0.06 0.547
H -2.947167 -0.202656 3.999331 -0.07 0.13 0.12 0.477
H 4.715508 -0.763406 -0.594003 -0.07 -0.07 -0.04 0.404
H 7.094752 -0.680626 -0.104620 0.07 -0.07 -0.01 0.267
```
Forces are in eV/Å.